25
Properties=species:S:1:pos:R:3:mulliken_charge:R:1 method="wB97M-V/def2-TZVPD" spin_multiplicity=1 homo_lumo_gap_ev=8.724 e_lumo_ev=0.73
O 0.76829 -0.35502 1.75419 -0.56
O 2.20746 -1.25808 -0.09394 -0.59
N -1.00048 -1.70343 2.04626 -0.37
C 0.42472 1.67414 -1.35760 -0.71
C 1.44958 0.89693 -0.87522 -0.23
C -1.91045 1.81226 -2.40102 -1.26
C -0.70978 1.06636 -1.95709 0.75
C -0.92112 0.43881 3.32336 -0.99
C 1.26699 -0.48168 -0.74736 0.25
C -0.31022 -0.51082 2.27015 0.66
C 0.15438 -1.09121 -1.26237 -0.46
C -0.81451 -0.33140 -1.90441 -0.59
H 2.45690 1.24376 -0.68155 0.38
H -1.71256 2.84498 -2.70512 0.37
H 0.24464 -2.15586 -1.34659 0.44
H -2.25355 1.36980 -3.36088 0.34
H 2.44422 -0.80052 0.71793 0.39
H -0.34312 0.68427 4.20256 0.28
H -2.78463 1.64467 -1.76971 0.27
H -1.01693 1.38357 2.77256 0.24
H -1.86237 -0.02372 3.56559 0.33
H 0.59426 2.70740 -1.16209 0.38
H -1.55806 -0.98356 -2.35236 0.31
H -0.59753 -2.50838 1.60986 0.23
H -1.91725 -1.80840 2.44899 0.15



95
Properties=species:S:1:pos:R:3:mulliken_charge:R:1 method="wB97M-V/def2-TZVPD" spin_multiplicity=4 homo_lumo_gap_ev="5.711 / 6.845" e_lumo_ev="-7.48 / -6.34" charge=+2
Se -0.45490 -2.41683 -3.15052 0.48
Se -2.98273 -2.35002 -0.77290 0.38
Mn -0.33344 -1.62082 -0.76109 -0.75
S 1.80264 -2.05299 4.91524 1.16
O 2.30432 -2.04100 3.56581 -0.53
O 4.46588 0.48057 -0.52048 -0.46
O -1.64992 1.22171 0.70677 0.30
O -0.40007 -1.49146 1.17657 -0.11
O 2.56936 -2.54132 6.01188 -0.71
O 1.03913 1.64966 -3.91679 -0.11
O -0.41090 -3.36033 0.11714 -0.71
N 0.44449 -2.98808 4.85402 -0.29
N 1.94665 0.69856 -0.89467 0.06
N 0.56771 2.43760 -1.38191 0.10
N -0.28178 0.22419 -1.36987 0.50
C -4.45656 -1.11184 -0.95041 -0.83
C -3.94149 2.17761 -2.00258 -1.12
C -0.06680 -3.47681 2.51438 -0.78
C 0.59803 1.76725 4.56262 -0.71
C 1.04219 -0.05684 6.60684 -0.78
C -3.31326 1.55679 -3.07266 -1.51
C 1.25482 -0.41801 5.28078 0.05
C -0.33981 -2.76708 1.25343 0.93
C -0.11206 3.08302 -2.47143 0.43
C 1.49747 1.34215 -5.23054 -1.14
C -1.81592 -3.80352 -2.92762 -0.91
C 1.66534 -1.75444 -0.79219 0.52
C -0.40768 3.38122 -4.83854 -0.54
C -2.24827 1.37926 -0.49237 1.45
C -0.10592 3.53518 6.21739 -1.49
C -1.58504 0.79595 -1.58239 -0.22
C -0.49166 -2.71322 3.77342 -0.59
C 5.87999 0.46879 -0.29840 -0.97
C -3.42711 2.08278 -0.71539 -0.54
C 2.42537 -0.60662 -0.74251 -0.64
C 0.60011 1.22031 6.89600 -0.68
C 4.40758 -1.94524 -0.39167 -0.43
C 3.81871 -0.70682 -0.54322 1.62
C -1.27359 4.43739 -4.57645 -0.88
C 0.18516 2.70291 -3.78422 0.41
C 1.03991 0.48846 4.25343 -0.31
C -3.13089 -3.16894 -2.53993 -0.92
C -2.26299 1.81781 1.84765 -1.10
C 0.36971 2.15072 5.88097 0.75
C -0.97202 4.13457 -2.22168 -0.26
C -1.55592 4.82144 -3.27686 -0.82
C 1.03681 -3.58235 -3.57394 -1.06
C -2.13113 0.86364 -2.85420 -0.06
C 0.71719 1.09247 -1.23818 -0.37
C 2.25889 -3.00927 -0.63726 -0.62
C 3.62187 -3.09188 -0.44159 -1.39
H -3.93617 2.57360 0.10159 0.56
H 1.94039 -2.98117 -3.54567 0.28
H 1.34743 2.96988 -1.02217 0.35
H 1.03097 -3.52254 2.52777 0.25
H 0.85365 -3.96163 -4.57612 0.50
H -1.14332 3.51347 6.55596 0.33
H 1.25148 -0.76329 7.39955 0.48
H -1.64310 1.54288 2.69631 0.00
H 0.44792 1.51032 7.92817 0.44
H -5.36676 -1.70255 -1.01501 0.53
H -1.45740 -4.50695 -2.17590 0.37
H 6.19281 1.50707 -0.31625 0.28
H -3.71889 1.63976 -4.07142 0.42
H 0.05275 -3.16596 5.76824 0.35
H 1.66985 -3.91190 -0.64301 0.80
H -0.52803 -1.64161 3.55673 0.02
H 2.68948 1.38132 -0.96202 0.44
H 1.24672 0.19811 3.23152 0.69
H -0.04395 4.19843 5.35617 0.36
H 0.45423 2.49114 3.76867 0.44
H -1.58247 0.43010 -3.68196 0.45
H -4.47458 -0.50480 -0.04978 0.26
H -0.43808 -4.49930 2.46812 0.53
H -1.48892 -3.01579 4.08868 0.52
H 1.96520 2.21159 -5.69439 0.41
H -3.44069 -2.39862 -3.24566 0.40
H -3.27368 1.43229 1.99670 0.42
H 0.48784 3.96534 7.02346 0.39
H -2.22040 5.65139 -3.08228 0.45
H 6.10881 0.03181 0.67390 0.39
H -1.88133 -4.30751 -3.89174 0.60
H -1.72185 4.96697 -5.40629 0.44
H -1.17432 4.41447 -1.19565 0.49
H -4.84852 2.74475 -2.16525 0.50
H -3.90395 -3.93445 -2.48460 0.55
H -2.29600 2.90439 1.74944 0.44
H 5.47130 -2.03130 -0.22659 0.52
H 4.08484 -4.06002 -0.30681 0.49
H 6.38672 -0.08269 -1.09101 0.38
H 2.23684 0.55476 -5.11517 0.27
H 0.67887 0.98780 -5.86072 0.41
H -0.19400 3.10812 -5.86143 0.48
H -4.32201 -0.48408 -1.82428 0.15
H 1.09289 -4.38988 -2.84961 0.35



49
Properties=species:S:1:pos:R:3:mulliken_charge:R:1 method="wB97M-V/def2-TZVPD" spin_multiplicity=1 homo_lumo_gap_ev=8.429 e_lumo_ev=0.07
Br -1.91775 -9.14461 -1.30174 -0.16
O 2.86588 5.41365 -1.57719 -0.49
O 1.57084 -1.32964 1.89589 -0.63
O -2.85855 2.79418 -0.78596 -0.58
N -0.32751 -0.18474 1.22646 0.22
N -1.81325 2.09705 1.03141 0.06
C 2.96847 3.06422 -1.54290 -0.50
C 0.41410 -1.30536 1.49056 0.38
C -0.75330 2.08833 2.06551 -0.89
C -0.81290 5.14623 -0.81820 -0.10
C -0.13497 -2.65988 1.21851 -0.63
C 1.61698 3.61794 -1.22773 0.49
C 1.59008 5.05675 -1.32894 0.39
C -0.84070 -5.62730 0.76002 -0.12
C -1.36473 -6.92834 0.55257 -0.47
C -0.25724 -6.82220 -1.57493 -0.27
C 0.01628 -4.89706 -0.08055 0.82
C 0.32688 1.10622 1.73085 -0.62
C -2.65472 0.91157 1.13567 -0.95
C 0.41938 5.84026 -1.14235 -1.16
C 0.51339 -3.47614 0.25192 -0.40
C -1.15105 -7.53491 -0.68833 -0.02
C 0.33564 3.05906 -0.88006 -0.45
C -1.69522 -0.21185 0.64135 -0.51
C 0.38289 -5.59608 -1.28157 -0.56
C -0.85124 3.78700 -0.56484 0.14
C -1.99190 3.02230 0.00285 0.17
C 3.76239 4.33789 -1.69873 -0.33
H 1.14214 1.48483 1.16401 0.24
H -2.00728 -7.38622 1.29137 0.43
H -0.17776 -7.40330 -2.57363 0.22
H -1.66398 -0.04793 -0.38436 0.25
H 3.44921 2.42385 -0.77759 0.22
H 0.87527 0.91547 2.69563 0.41
H 1.39990 -3.23382 -0.24404 0.48
H -1.19130 -5.08608 1.74003 0.09
H 1.12099 -5.20839 -2.02457 0.30
H 0.13290 2.02439 -0.79011 0.73
H -2.79008 0.51989 2.17626 0.32
H 2.96682 2.43948 -2.46709 0.27
H 4.52232 4.35345 -0.85588 0.26
H -1.05345 -2.96573 1.64937 0.33
H -1.84351 5.67844 -0.64747 0.29
H -0.17443 3.05637 2.11066 0.31
H -3.66274 0.97339 0.62311 0.38
H -2.25823 -1.13885 0.67767 0.50
H -1.13058 1.82976 3.03466 0.46
H 0.64912 6.88813 -1.25050 0.41
H 4.33650 4.25831 -2.65710 0.27



25
Properties=species:S:1:pos:R:3:mulliken_charge:R:1 method="wB97M-V/def2-TZVPD" spin_multiplicity=1 homo_lumo_gap_ev=9.142 e_lumo_ev=0.69
N 0.21052 -2.51400 -0.11003 -0.57
N 2.00283 -0.09711 0.00392 -0.18
C -1.24558 0.84955 0.92001 -1.65
C -2.73229 -1.08890 0.48411 -1.73
C -0.27638 -1.46523 0.00087 -0.05
C -1.45907 -0.37500 0.01062 1.93
C 2.54024 0.55353 -1.18697 -0.95
C -1.65687 0.10592 -1.43294 -1.41
C 2.73286 0.24665 1.22151 -1.00
H -2.63061 -1.43703 1.51922 0.39
H 2.30260 -0.30096 2.06540 0.28
H -0.42302 1.47803 0.55859 0.45
H -3.60148 -0.42082 0.44779 0.43
H -1.85729 -0.73262 -2.10874 0.39
H 1.00104 0.18461 0.12064 0.16
H 2.63076 1.31651 1.42682 0.34
H -2.96446 -1.95629 -0.14362 0.39
H -0.98634 0.54780 1.94166 0.37
H 3.79277 -0.01031 1.14726 0.34
H 3.59136 0.30216 -1.35544 0.34
H 1.96472 0.23626 -2.06253 0.27
H -2.48958 0.81535 -1.51446 0.41
H -2.12340 1.50705 0.94579 0.44
H -0.76040 0.61596 -1.80661 0.27
H 2.43708 1.63889 -1.09289 0.33



Energy for every record listed, in sequence, given in Eh: -555.96143; -8495.46656; -3760.04439; -385.77097.
Energy above the lowest of the compared OMol25 structures with the same formula, charge and spin for every record listed, in sequence, given in eV: 1.151; 0.000; 5.114; 1.895.